# 1
Molecular formula: C25H40Br2F6O6P3S
Method: DFT, ωB97M-V with the def2-TZVPD basis set

Positions of all 83 atoms, in Å:
C1 3.759 -2.354 -0.050
C2 4.905 -1.416 -0.577
C3 4.422 0.045 -0.954
F1 3.699 -0.015 -2.153
C4 3.687 0.788 0.220
O1 2.490 1.456 -0.133
C5 1.379 0.560 -0.309
P1 0.612 1.043 -2.015
C6 1.447 2.563 -2.721
C7 0.886 -0.318 -3.279
C8 0.216 0.733 0.822
O2 -1.009 0.731 0.112
C9 -2.168 0.149 0.715
C10 -3.340 0.697 -0.254
C11 -4.784 0.319 0.274
C12 -5.702 0.001 -0.963
C13 -5.726 1.081 -2.076
O3 -6.245 0.792 -3.130
O4 -5.242 2.356 -1.933
C14 -2.173 -1.386 0.382
C15 -1.477 -1.750 -0.997
C16 -1.590 -3.342 -1.074
C17 -0.881 -3.955 -2.310
F2 -1.664 -5.046 -2.709
F3 -0.825 -3.123 -3.398
C18 0.565 -4.541 -2.045
F4 1.567 -3.759 -2.512
F5 0.824 -4.833 -0.752
F6 0.654 -5.738 -2.725
C19 -2.613 0.653 2.103
Br1 -3.156 2.572 2.205
C20 -2.705 0.025 3.294
C21 -2.370 -1.470 3.440
Br2 -3.262 0.921 4.952
C22 0.498 -0.380 1.881
O5 0.833 -1.555 1.583
O6 0.394 -0.102 3.134
P2 0.339 2.419 1.715
C23 0.460 3.797 0.417
C24 1.901 2.545 2.732
C25 1.626 2.677 4.279
P3 4.885 2.169 0.764
S1 5.146 3.442 -0.705
H1 3.078 -1.819 0.651
H2 4.257 -3.154 0.564
H3 3.173 -2.849 -0.856
H4 5.262 -1.853 -1.549
H5 5.797 -1.353 0.093
H6 5.374 0.595 -1.196
H7 3.519 0.167 1.137
H8 1.691 -0.504 -0.431
H9 0.628 3.269 -3.024
H10 2.095 3.127 -2.013
H11 2.034 2.293 -3.633
H12 1.165 -1.247 -2.709
H13 1.702 -0.072 -3.996
H14 -0.084 -0.558 -3.775
H15 -3.267 0.205 -1.264
H16 -3.215 1.782 -0.465
H17 -4.784 -0.563 0.952
H18 -5.227 1.219 0.774
H19 -6.764 -0.182 -0.668
H20 -5.342 -0.942 -1.447
H21 -4.983 2.670 -2.820
H22 -3.190 -1.851 0.346
H23 -1.582 -2.018 1.095
H24 -0.393 -1.517 -0.960
H25 -2.021 -1.361 -1.883
H26 -2.676 -3.618 -1.155
H27 -1.246 -3.739 -0.094
H28 -3.086 -2.048 2.789
H29 -2.580 -1.793 4.483
H30 -1.347 -1.777 3.128
H31 1.493 3.844 -0.002
H32 0.302 4.748 0.989
H33 -0.346 3.704 -0.344
H34 2.609 1.693 2.569
H35 2.417 3.501 2.432
H36 1.388 1.704 4.764
H37 0.754 3.357 4.458
H38 2.558 3.063 4.778
H39 4.429 2.847 1.919
H40 6.148 1.583 1.113

Summary:
E_HOMO = -4.591 eV
HOMO-LUMO gap = 6.936 eV
net charge = -1

***

# 2
Molecular formula: C25H40BrNOP2V
Method: DFT, ωB97M-V with the def2-TZVPD basis set

Positions of all 71 atoms, in Å:
C1 4.965 0.517 -3.242
C2 4.338 1.036 -2.085
C3 4.584 2.395 -1.803
C4 5.167 3.211 -2.785
N1 5.588 2.739 -3.955
C5 5.530 1.418 -4.153
C6 3.487 0.327 -1.154
C7 2.890 -0.282 -0.255
C8 2.425 -1.103 0.838
C9 1.747 -2.304 0.510
C10 1.069 -3.021 1.542
C11 1.440 -2.656 2.811
C12 2.016 -1.400 3.218
C13 2.620 -0.683 2.168
V1 -0.185 -2.052 3.840
P1 -0.566 0.774 -0.590
H1 4.373 2.832 -0.819
H2 5.083 -0.550 -3.416
H3 5.296 4.278 -2.597
H4 5.987 1.111 -5.086
H5 3.267 0.205 2.275
H6 1.750 -2.680 -0.521
H7 2.218 -1.186 4.272
H8 0.472 -3.901 1.313
C14 -2.239 0.947 -1.387
C15 -2.377 1.904 -2.556
H9 -2.899 1.247 -0.560
H10 -2.539 -0.073 -1.676
H11 -3.446 1.989 -2.793
H12 -2.006 2.910 -2.326
H13 -1.873 1.538 -3.459
C16 0.631 2.139 -1.034
C17 1.005 2.420 -2.484
H14 1.553 1.856 -0.498
H15 0.249 3.058 -0.567
H16 1.587 3.352 -2.499
H17 1.663 1.643 -2.888
H18 0.140 2.557 -3.143
C18 0.094 -0.595 -1.705
C19 -0.194 -0.557 -3.208
H19 -0.330 -1.517 -1.272
H20 1.177 -0.623 -1.533
H21 0.352 -1.389 -3.674
H22 -1.258 -0.712 -3.419
H23 0.127 0.359 -3.722
Br1 -2.069 -1.771 5.344
P2 -1.205 2.195 1.505
C20 -1.860 3.835 0.949
C21 -2.887 4.481 1.874
H24 -2.296 3.654 -0.047
H25 -0.968 4.471 0.808
H26 -3.267 5.374 1.368
H27 -3.745 3.831 2.086
H28 -2.436 4.802 2.823
C22 -2.447 1.368 2.583
C23 -2.676 2.007 3.962
H29 -1.998 0.372 2.795
H30 -3.412 1.212 2.070
H31 -3.409 1.440 4.548
H32 -1.765 2.019 4.563
H33 -3.048 3.028 3.897
C24 0.096 2.418 2.825
C25 0.035 3.771 3.529
H34 1.069 2.296 2.331
H35 0.030 1.624 3.591
H36 0.934 3.942 4.133
H37 -0.028 4.607 2.831
H38 -0.808 3.886 4.220
O1 -2.316 -2.445 -0.029
H39 -2.178 -3.399 0.136
H40 -3.268 -2.337 -0.221

Summary:
E_HOMO (spin up / spin down) = -12.981 / -14.095 eV
energy relative to the best compared isomer or geometry (same formula, charge and spin) = 48.36 kcal/mol
multiplicity = 4
HOMO-LUMO gap (spin up / spin down) = 4.248 / 6.133 eV
net charge = +2

***

# 3
Molecular formula: C25H40Cl4CoN3O3Si
Method: DFT, ωB97M-V with the def2-TZVPD basis set

Positions of all 77 atoms, in Å:
C1 1.168 -1.728 -4.366
C2 0.678 -0.393 -3.908
H1 1.321 -1.718 -5.450
H2 0.385 -2.453 -4.099
H3 2.111 -2.014 -3.871
C3 0.096 0.475 -4.784
C4 -0.371 0.119 -6.173
H4 0.026 1.553 -4.540
H5 -1.127 -0.685 -6.165
H6 0.417 -0.156 -6.898
H7 -0.859 1.010 -6.590
Co1 4.370 -3.735 -1.370
Cl1 5.641 -3.914 0.417
Cl2 2.820 -2.309 -0.178
C5 -0.687 2.523 1.006
O1 -1.807 2.248 0.533
N1 -0.338 3.760 1.411
C6 -1.365 4.792 1.454
C7 1.072 4.097 1.592
H8 0.104 1.752 1.110
H9 -2.321 4.318 1.683
H10 -1.449 5.335 0.505
H11 -1.106 5.501 2.242
H12 1.544 3.355 2.263
H13 1.145 5.091 2.047
H14 1.625 4.092 0.629
H15 -1.809 -1.898 -2.909
H16 -2.211 0.798 -3.430
C8 -2.894 -1.716 -2.848
C9 -3.167 0.701 -2.891
N2 -3.109 -0.500 -2.067
H17 -3.398 -2.597 -2.433
C10 -2.681 -0.427 -0.766
O2 -2.592 -1.371 0.016
H18 -3.355 1.578 -2.266
H19 -2.439 0.605 -0.437
H20 -3.268 -1.520 -3.862
H21 -3.962 0.595 -3.643
O3 0.048 -1.175 -1.696
C11 0.772 -0.227 -2.377
C12 -0.217 2.243 -1.986
C13 0.863 1.381 -2.081
H22 -1.209 1.812 -1.913
C14 -0.053 3.637 -1.998
H23 1.832 -0.436 -2.148
C15 2.136 1.980 -2.116
H24 -0.926 4.289 -1.990
C16 1.210 4.227 -2.063
C17 2.318 3.373 -2.134
H25 3.011 1.333 -2.188
H26 1.325 5.328 -2.063
H27 3.316 3.822 -2.198
Si1 0.782 -3.237 -0.614
Cl3 5.294 -2.810 -2.950
C18 -1.035 -3.696 -0.827
C19 0.835 -4.452 0.951
C20 1.530 -4.556 -1.887
H28 -1.800 -3.037 -0.403
H29 -1.223 -4.675 -0.345
H30 -1.295 -3.802 -1.897
H31 1.607 -4.099 -2.880
H32 0.837 -5.417 -1.973
H33 2.521 -4.998 -1.619
H34 0.376 -4.018 1.843
H35 1.835 -4.771 1.295
H36 0.260 -5.374 0.773
Cl4 1.720 0.799 3.765
C21 0.445 -0.258 3.306
C22 -0.891 0.127 3.495
C23 -1.907 -0.724 3.053
C24 -1.544 -1.921 2.449
N3 -0.294 -2.297 2.371
C25 0.711 -1.494 2.700
H37 -1.133 1.115 3.865
H38 -2.960 -0.488 3.149
H39 -2.265 -2.613 2.019
H40 1.725 -1.784 2.464

Summary:
E_HOMO (spin up / spin down) = -5.598 / -5.597 eV
energy relative to the best compared isomer or geometry (same formula, charge and spin) = 35.30 kcal/mol
multiplicity = 4
HOMO-LUMO gap (spin up / spin down) = 7.958 / 7.942 eV
net charge = -1

***

# 4
Molecular formula: C25H40ClCrN3O6Si
Method: DFT, ωB97M-V with the def2-TZVPD basis set

Positions of all 77 atoms, in Å:
Cr1 1.222 0.542 0.869
O1 0.204 -1.964 3.672
Cl1 0.910 -0.661 3.783
O2 2.143 -0.883 4.560
O3 0.042 0.248 4.564
O4 2.529 -0.432 0.660
C1 3.494 1.469 -1.480
Si1 2.022 0.495 -2.118
C2 1.848 1.247 -3.874
C3 2.404 -1.315 -2.426
N1 0.636 0.705 -1.114
C4 -0.670 0.712 -1.470
C5 -1.195 0.670 -2.778
C6 -2.563 0.696 -3.037
C7 -3.484 0.740 -2.008
C8 -3.010 0.767 -0.691
C9 -1.658 0.758 -0.445
O5 -1.126 0.786 0.836
C10 -2.008 0.641 1.899
C11 -2.552 1.775 2.474
C12 -3.397 1.632 3.565
C13 -3.681 0.365 4.061
C14 -3.114 -0.756 3.471
C15 -2.273 -0.627 2.376
H1 4.393 1.123 -2.003
H2 3.647 1.327 -0.412
H3 3.367 2.533 -1.703
H4 2.854 1.442 -4.261
H5 1.315 2.201 -3.839
H6 1.341 0.597 -4.591
H7 3.232 -1.468 -3.125
H8 1.512 -1.791 -2.847
H9 2.635 -1.783 -1.469
H10 -0.511 0.614 -3.609
H11 -2.903 0.665 -4.068
H12 -4.548 0.751 -2.204
H13 -3.701 0.787 0.142
H14 -2.296 2.747 2.075
H15 -3.816 2.511 4.041
H16 -4.319 0.256 4.930
H17 -3.291 -1.738 3.889
H18 -1.779 -1.477 1.923
C16 0.584 4.612 2.444
C17 1.408 3.785 1.442
C18 2.835 4.364 1.404
C19 0.780 3.932 0.054
C20 1.464 2.343 1.884
H19 0.521 5.664 2.136
H20 1.035 4.565 3.438
H21 -0.428 4.213 2.523
H22 2.828 5.418 1.095
H23 3.452 3.799 0.703
H24 3.297 4.296 2.392
H25 0.739 4.985 -0.252
H26 -0.235 3.526 0.049
H27 1.345 3.368 -0.687
H28 1.699 2.289 2.955
C21 1.405 -3.542 0.894
N2 0.614 -4.059 -0.222
C22 0.487 -5.503 -0.213
C23 -0.481 -3.289 -0.574
O6 -0.874 -2.343 0.087
N3 -1.141 -3.669 -1.743
C24 -2.371 -2.952 -2.025
C25 -0.394 -4.056 -2.922
H29 2.324 -4.128 0.947
H30 0.869 -3.604 1.845
H31 1.670 -2.497 0.734
H32 0.119 -5.858 0.760
H33 1.464 -5.961 -0.387
H34 -0.200 -5.847 -0.980
H35 -2.905 -2.767 -1.097
H36 -2.991 -3.562 -2.688
H37 -2.183 -1.982 -2.495
H38 0.656 -4.190 -2.675
H39 -0.462 -3.270 -3.684
H40 -0.782 -4.984 -3.360

Summary:
E_HOMO (spin up / spin down) = -0.751 / -1.832 eV
multiplicity = 5
HOMO-LUMO gap (spin up / spin down) = 5.255 / 6.335 eV
net charge = -2

***

# 5
Molecular formula: C25H40CrN4O8P2Te
Method: DFT, ωB97M-V with the def2-TZVPD basis set

Positions of all 81 atoms, in Å:
Cr1 0.064 -0.126 0.097
C1 0.454 -0.820 4.013
P1 -0.236 0.054 2.539
C2 -0.071 1.778 3.126
C3 -2.033 -0.212 2.831
C4 -2.821 0.566 1.786
P2 -2.381 0.086 0.020
C5 -3.671 -1.201 -0.200
C6 -3.122 1.543 -0.793
H1 0.007 -0.387 4.908
H2 1.535 -0.694 4.073
H3 0.221 -1.882 3.992
H4 -0.578 1.902 4.085
H5 -0.504 2.440 2.377
H6 0.982 2.034 3.230
H7 -2.288 0.131 3.841
H8 -2.242 -1.285 2.772
H9 -2.587 1.628 1.890
H10 -3.895 0.443 1.957
H11 -4.644 -0.719 -0.101
H12 -3.576 -1.970 0.565
H13 -3.594 -1.629 -1.194
H14 -3.982 1.884 -0.218
H15 -3.431 1.278 -1.801
H16 -2.375 2.332 -0.840
C7 2.850 0.474 1.338
N1 2.303 -0.288 0.218
C8 2.941 0.229 -0.998
C9 2.637 -1.708 0.399
C10 1.720 -2.592 -0.435
N2 0.305 -2.391 -0.078
C11 0.001 -3.098 1.170
C12 -0.522 -3.008 -1.120
H17 3.931 0.328 1.432
H18 2.374 0.168 2.270
H19 2.656 1.533 1.177
H20 4.030 0.255 -0.875
H21 2.577 1.239 -1.176
H22 2.698 -0.384 -1.860
H23 2.529 -1.960 1.456
H24 3.680 -1.896 0.114
H25 2.005 -3.646 -0.310
H26 1.836 -2.339 -1.491
H27 0.208 -4.173 1.078
H28 -1.055 -2.970 1.406
H29 0.591 -2.709 1.996
H30 -0.340 -4.088 -1.170
H31 -0.297 -2.572 -2.090
H32 -1.573 -2.831 -0.902
O1 -0.172 1.770 0.251
O2 0.981 2.471 -0.166
O3 -1.909 -0.373 -2.276
C13 -0.744 -0.206 -2.662
O4 0.258 -0.153 -1.896
C14 -0.467 -0.126 -4.137
C15 0.817 -0.343 -4.616
C16 1.068 -0.280 -5.978
C17 0.061 0.019 -6.882
C18 -1.214 0.241 -6.384
C19 -1.495 0.157 -5.029
N3 -2.284 0.562 -7.322
O5 -1.995 0.581 -8.492
O6 -3.374 0.787 -6.855
N4 2.420 -0.547 -6.443
O7 2.652 -0.376 -7.612
O8 3.209 -0.930 -5.606
H33 1.625 -0.561 -3.934
H34 0.260 0.078 -7.943
H35 -2.502 0.315 -4.672
Te1 0.940 4.399 0.466
C20 2.376 4.188 2.063
C21 3.698 3.875 1.777
C22 4.627 3.794 2.799
C23 4.247 4.041 4.108
C24 2.932 4.365 4.395
C25 1.998 4.440 3.375
H36 4.006 3.710 0.754
H37 5.653 3.553 2.572
H38 4.978 3.999 4.900
H39 2.633 4.563 5.414
H40 0.977 4.713 3.598

Summary:
E_HOMO (spin up / spin down) = -10.840 / -10.843 eV
energy relative to the best compared isomer or geometry (same formula, charge and spin) = 12.98 kcal/mol
multiplicity = 4
HOMO-LUMO gap (spin up / spin down) = 7.944 / 7.951 eV
net charge = +1

***

# 6
Molecular formula: C25H41As3BF4ORuS5Sb
Method: DFT, ωB97M-V with the def2-TZVPD basis set

Positions of all 82 atoms, in Å:
Ru1 -1.585 0.257 0.706
C1 -5.132 -0.347 1.733
As1 -3.651 -1.064 0.716
C2 -4.451 -1.201 -1.047
C3 -3.554 -2.852 1.482
C4 -2.568 -3.887 0.922
C5 -2.717 -5.133 1.811
C6 -1.114 -3.416 1.059
As2 -0.470 -1.753 0.230
C7 -0.040 -2.129 -1.620
C8 1.276 -1.665 1.060
C9 -2.945 -4.218 -0.528
As3 -2.369 -5.956 -1.288
C10 -3.511 -5.798 -2.879
C11 -0.709 -5.444 -2.200
H1 -6.026 -0.922 1.484
H2 -5.248 0.698 1.445
H3 -4.910 -0.404 2.795
H4 -5.292 -1.895 -1.044
H5 -3.707 -1.499 -1.783
H6 -4.788 -0.192 -1.294
H7 -4.569 -3.266 1.455
H8 -3.317 -2.653 2.535
H9 -2.586 -4.861 2.858
H10 -1.981 -5.900 1.560
H11 -3.710 -5.573 1.693
H12 -0.439 -4.205 0.711
H13 -0.898 -3.255 2.120
H14 0.537 -3.050 -1.701
H15 0.562 -1.283 -1.952
H16 -0.942 -2.186 -2.227
H17 1.758 -2.645 1.047
H18 1.148 -1.321 2.085
H19 1.863 -0.950 0.487
H20 -2.642 -3.416 -1.210
H21 -4.038 -4.274 -0.587
H22 -4.552 -5.956 -2.601
H23 -3.229 -6.561 -3.605
H24 -3.408 -4.814 -3.338
H25 0.100 -5.309 -1.483
H26 -0.840 -4.528 -2.774
H27 -0.430 -6.252 -2.876
S1 -1.350 4.908 -1.576
Sb1 -2.147 3.038 -0.595
S2 -0.614 2.296 1.174
S3 -1.636 0.846 -1.474
S4 -4.337 2.817 -0.078
F1 -1.255 0.294 5.010
B1 -2.096 -0.195 4.050
F2 -3.058 0.702 3.640
F3 -2.660 -1.421 4.403
F4 -1.286 -0.506 2.843
O1 2.176 0.334 -1.324
S5 2.430 1.648 -0.661
C12 4.244 1.839 -0.787
C13 4.830 2.722 0.272
C14 4.508 2.516 1.611
C15 5.058 3.318 2.598
C16 5.945 4.329 2.261
C17 6.280 4.532 0.931
C18 5.724 3.733 -0.056
C19 1.832 2.877 -1.854
C20 2.394 4.242 -1.636
C21 3.147 4.865 -2.624
C22 3.650 6.143 -2.425
C23 3.419 6.796 -1.225
C24 2.662 6.180 -0.238
C25 2.134 4.918 -0.448
H28 4.514 2.148 -1.797
H29 4.571 0.806 -0.646
H30 3.804 1.739 1.881
H31 4.785 3.156 3.632
H32 6.369 4.959 3.031
H33 6.965 5.324 0.657
H34 5.974 3.908 -1.094
H35 0.746 2.890 -1.735
H36 2.075 2.465 -2.835
H37 3.324 4.352 -3.563
H38 4.224 6.624 -3.207
H39 3.815 7.790 -1.063
H40 2.460 6.695 0.692
H41 1.505 4.452 0.302

Summary:
E_HOMO (spin up / spin down) = -4.977 / -4.951 eV
energy relative to the best compared isomer or geometry (same formula, charge and spin) = 22.28 kcal/mol
multiplicity = 2
HOMO-LUMO gap (spin up / spin down) = 6.937 / 6.152 eV
net charge = -1

***

Question: The highest net charge belongs to which entry?
Answer: C25H40BrNOP2V